C2Br2F2O | the ωB97M-V functional and the def2-TZVPD basis

```
7
Properties=species:S:1:pos:R:3:forces:R:3
C 0.78217 -0.24758 -0.42462 1.3 1.0 -0.8
C -0.70365 0.01000 -0.05830 -0.8 -2.5 1.4
O 1.40364 -0.58547 -1.34401 -1.0 0.2 1.2
F -0.97069 1.25851 0.20355 0.4 0.1 0.2
F -0.79126 -0.79238 1.10471 -0.2 1.5 -1.5
Br 2.37714 1.04809 1.80988 -0.7 -0.6 -0.9
Br -2.09736 -0.69116 -1.29121 1.0 0.3 0.4
```
Positions in Å, forces in eV/Å.

The calculation puts the molar mass at 237.82 g/mol. Its LUMO energy (spin up / spin down) is -2.18 / -3.13 eV. As for the HOMO energy (spin up / spin down): -0.38514 / -0.35840 hartree. The relative energy (zero: lowest compared OMol25 entry of this formula, charge and spin) comes out at 2.4205 eV.

FHIPS | the ωB97M-V functional and the def2-TZVPD basis

```
5
Properties=species:S:1:pos:R:3:forces:R:3
F -0.74657 -0.13464 1.89942 1.3 0.4 -3.4
P -0.07499 0.10517 -0.27967 0.1 2.1 3.4
S -0.25269 1.93416 -0.84628 0.0 -1.7 0.3
I 2.00963 -0.98893 -0.44036 -0.1 0.1 0.2
H -0.93538 -0.91575 -0.33311 -1.3 -0.9 -0.5
```
Positions in Å, forces in eV/Å.

The calculation puts the molar mass at 209.95 g/mol. Its LUMO energy is -1.86 eV. As for the HOMO energy: -0.38544 hartree. The relative energy (zero: lowest compared OMol25 entry of this formula, charge and spin) comes out at 2.4021 eV.

C17H39NO9 | the ωB97M-V functional and the def2-TZVPD basis

```
66
Properties=species:S:1:pos:R:3:forces:R:3
C 6.92354 -1.35595 -5.46832 0.2 0.3 0.0
C 6.21137 0.07640 -5.29541 0.7 -0.9 -1.0
N 4.92697 0.03348 -4.53789 2.3 0.5 0.4
O 3.90375 -0.05829 -5.47095 -3.4 0.7 -1.1
C 2.77422 0.67408 -5.01269 0.0 1.7 5.2
O 2.77395 1.05838 -3.81454 -0.2 -1.3 -4.5
O 1.64460 0.99897 -5.79573 2.4 -2.1 0.1
C 0.79253 -0.15224 -6.04210 -1.7 -1.2 -0.3
C 0.57938 -1.12341 -4.78418 -0.9 -0.3 -0.7
H 7.27418 -1.79426 -4.46489 -0.6 0.7 -1.4
H 6.24553 -2.11724 -5.99851 1.0 1.2 0.8
H 7.86255 -1.18294 -6.09845 -1.3 -0.4 0.8
H 6.96985 0.78540 -4.82067 -1.3 -0.8 -0.4
H 5.98167 0.46249 -6.35690 0.3 -0.4 1.8
H 4.89516 -0.76038 -3.88401 -0.3 0.3 -0.7
H 1.12748 -0.79240 -6.93926 -0.1 1.2 1.3
H -0.24294 0.25828 -6.33964 1.8 -0.2 0.5
H 1.18629 -2.07336 -4.95589 -0.6 1.4 0.7
H 0.73235 -0.63866 -3.76781 0.1 -0.6 -1.4
H -0.52689 -1.45458 -4.81342 1.7 0.5 0.1
C -2.68601 0.20209 0.28824 0.0 -0.3 0.1
O -2.80042 -1.15235 -0.10608 0.2 0.1 -0.1
C -2.85810 -1.29647 -1.52123 -0.2 -0.4 0.5
C -2.46055 -2.71014 -1.92774 0.2 0.2 -0.2
O -1.04656 -2.91457 -1.94308 -0.2 0.0 0.2
C -0.41547 -2.99816 -0.66427 0.1 -0.2 -0.2
C -0.70335 -4.30530 0.06400 -0.3 0.4 0.3
O -1.98723 -4.26122 0.67844 -0.1 -0.1 -0.2
C -2.48933 -5.55171 0.96265 0.0 0.3 0.0
H -3.55335 0.77672 -0.04898 0.0 0.1 0.0
H -2.64049 0.23715 1.37795 0.0 -0.1 -0.1
H -1.76335 0.63977 -0.10826 -0.1 0.1 -0.1
H -2.19156 -0.57518 -2.00681 0.0 0.0 -0.1
H -3.89165 -1.10237 -1.83219 0.0 0.0 -0.2
H -2.78459 -2.86563 -2.96143 0.1 0.1 0.0
H -2.96132 -3.46772 -1.32241 0.0 0.2 0.2
H -0.65257 -2.12729 -0.05092 -0.2 -0.2 0.1
H 0.65824 -2.95785 -0.87050 -0.1 -0.1 -0.1
H 0.03841 -4.45648 0.85685 0.2 -0.1 -0.1
H -0.65053 -5.13835 -0.64721 0.0 0.0 0.0
H -2.60016 -6.13184 0.03926 0.1 -0.1 0.1
H -3.47640 -5.44108 1.41591 0.1 0.1 0.0
H -1.83282 -6.07636 1.66256 0.0 -0.2 0.0
C 1.51673 1.53860 5.09199 -0.2 0.2 0.1
O 0.59795 2.61000 5.00101 -0.1 -0.3 -0.1
C 0.48643 3.11075 3.67218 -0.1 0.3 0.6
C -0.82737 3.86215 3.49619 0.0 -0.2 -0.3
O -1.94625 2.99843 3.28720 0.1 0.0 0.3
C -2.39850 2.27634 4.43381 -0.2 0.1 -0.2
C -3.12800 3.15099 5.44605 0.5 -0.1 0.2
O -2.19560 3.87325 6.24410 -0.1 0.2 -0.2
C -2.78043 5.00336 6.85985 0.2 -0.2 -0.1
H 2.51846 1.86260 4.79549 0.1 -0.1 -0.1
H 1.54622 1.20300 6.12998 0.0 0.1 -0.1
H 1.18988 0.69919 4.46830 0.1 0.0 -0.1
H 0.53811 2.29009 2.94839 0.0 0.0 -0.1
H 1.32597 3.79591 3.50487 0.0 0.0 -0.2
H -0.75185 4.46036 2.58316 0.0 -0.1 0.0
H -1.01512 4.55836 4.31541 0.1 -0.2 0.1
H -1.58288 1.71415 4.89161 0.0 0.2 0.2
H -3.11225 1.54223 4.04809 0.0 0.1 0.0
H -3.72097 2.52021 6.11847 -0.2 -0.1 -0.1
H -3.79289 3.84411 4.91692 0.0 0.0 0.0
H -3.15605 5.70108 6.10253 -0.1 0.0 0.1
H -2.00844 5.51319 7.43959 0.0 -0.1 0.0
H -3.58950 4.70227 7.53132 -0.1 0.1 0.0
```
Positions in Å, forces in eV/Å.

The calculation puts the molar mass at 401.50 g/mol. Its LUMO energy is 0.75 eV. As for the structure (SMILES): CCNOC(=O)OCC.COCCOCCOC.COCCOCCOC. As for the HOMO energy: -0.33813 hartree.

C16H33CaN5O8P2S4 | the ωB97M-V functional and the def2-TZVPD basis

```
69
Properties=species:S:1:pos:R:3:forces:R:3
Ca -0.09535 -1.67521 0.55058 -0.3 2.7 -3.4
C -2.05070 -1.71501 -3.52867 0.5 0.2 0.3
C -1.28277 -0.77491 -4.45283 0.2 0.0 0.0
S 0.51973 -0.83076 -4.17380 -0.2 0.3 0.1
C 0.97674 0.87399 -4.66713 0.0 -0.4 0.0
C 1.81953 1.60963 -3.63609 -0.2 0.2 0.2
S 0.96018 2.18027 -2.14073 0.1 -0.1 -0.1
C -0.12785 3.49772 -2.77879 0.1 -0.4 0.2
C -1.57109 3.04389 -2.95773 -0.2 0.0 0.3
S -2.22282 2.27561 -1.42610 0.1 -0.1 -0.2
C -3.39910 1.06926 -2.12216 0.1 0.1 0.2
C -3.36173 -0.30796 -1.46443 0.3 -0.1 0.0
S -1.89706 -1.35259 -1.74336 -0.6 0.4 -0.7
H -1.69057 -2.73728 -3.64453 -0.1 0.0 -0.1
H -3.11081 -1.68951 -3.78239 0.0 -0.1 0.0
H -1.59099 0.25577 -4.29081 -0.1 0.0 0.0
H -1.48166 -1.04459 -5.49172 -0.1 0.0 0.0
H 0.05458 1.41186 -4.88168 0.0 0.1 -0.1
H 1.54610 0.79612 -5.59450 0.0 0.1 0.0
H 2.29500 2.47417 -4.10340 0.1 -0.1 0.0
H 2.59543 0.95155 -3.24479 0.1 0.0 -0.1
H 0.27682 3.87077 -3.72070 0.0 0.1 0.0
H -0.08177 4.30027 -2.04152 0.0 0.1 -0.1
H -1.64954 2.30639 -3.75525 0.0 0.0 0.0
H -2.20238 3.89815 -3.20578 0.0 0.0 -0.1
H -3.19751 0.99021 -3.18893 -0.1 0.0 0.0
H -4.40044 1.48286 -1.99717 -0.1 -0.1 -0.1
H -4.23202 -0.86589 -1.81313 0.0 -0.1 0.1
H -3.41342 -0.23489 -0.37622 -0.1 0.0 0.0
O -0.63927 -2.33551 3.32542 -0.3 -0.3 -0.6
P -1.60295 -3.25037 2.40734 -1.4 -1.0 0.6
O -2.72373 -3.83044 3.14010 0.1 0.0 0.1
O -1.83492 -2.50448 1.11090 -2.1 -1.2 1.1
O -0.49130 -4.46115 1.99079 0.0 0.6 0.0
P 0.85132 -4.08832 1.21035 1.2 -2.2 0.2
O 0.29972 -3.77001 -0.30750 0.2 -0.7 0.3
O 1.85094 -5.15618 1.22728 -0.2 0.0 0.0
O 1.30454 -2.69437 1.67202 1.1 -1.2 1.0
H 0.16234 -2.41088 2.74739 0.8 0.5 1.3
H -0.30969 -4.48074 -0.55094 0.0 0.2 -0.2
N 4.19169 -2.20321 1.89325 -0.4 -0.2 0.2
C 4.68602 -1.56344 0.83602 -0.4 0.2 -0.3
N 6.01930 -1.35068 0.78003 0.1 0.0 0.1
N 3.97979 -1.05959 -0.15409 0.6 0.0 0.0
C 2.69622 -1.10188 -0.33858 -0.2 0.3 -0.4
N 1.59292 -1.00391 -0.70446 1.7 0.4 -0.5
H 4.79671 -2.65185 2.55801 0.0 0.0 0.0
H 3.20313 -2.45746 1.90913 0.0 0.0 0.0
H 6.64400 -1.84921 1.38570 0.0 0.0 0.0
H 6.38691 -0.94877 -0.06283 0.0 0.0 0.0
O -0.48040 0.18577 1.35242 -0.5 2.1 1.2
C -0.73158 1.28763 1.83270 0.0 0.4 -0.2
C 0.26794 2.41181 1.81662 0.1 -0.2 0.1
C 0.59565 2.68877 3.30975 0.1 -0.1 0.0
C 0.45973 1.45707 4.24233 -0.1 0.1 0.0
C -0.94938 1.21347 4.82435 0.0 -0.2 -0.2
C -1.96830 0.70042 3.79378 0.2 0.1 0.2
N -1.84467 1.52705 2.58356 -0.3 -0.2 -0.2
H -0.13260 3.30141 1.32757 0.0 0.0 0.0
H 1.14109 2.07056 1.26251 0.0 0.1 0.0
H -0.05334 3.48401 3.68562 0.0 0.0 0.0
H 1.61715 3.06594 3.36750 0.0 0.0 0.0
H 1.13796 1.59879 5.08483 0.0 0.0 0.0
H 0.79467 0.55609 3.71861 0.1 0.0 0.1
H -1.31623 2.14724 5.26414 0.0 0.0 0.0
H -0.87288 0.47731 5.62742 -0.1 0.0 0.0
H -2.98350 0.76158 4.18217 0.0 0.0 -0.1
H -1.75842 -0.32870 3.52474 0.0 -0.1 0.0
H -1.97115 2.50640 2.79780 0.2 0.1 0.0
```
Positions in Å, forces in eV/Å.

The calculation puts the molar mass at 653.76 g/mol. Its LUMO energy is 0.26 eV. As for the HOMO energy: -0.30921 hartree. The relative energy (zero: lowest compared OMol25 entry of this formula, charge and spin) comes out at 3.9188 eV.

C6H9NOS | the ωB97M-V functional and the def2-TZVPD basis

```
18
Properties=species:S:1:pos:R:3:forces:R:3
C -0.81044 -1.55168 2.02424 0.4 -5.5 -4.0
C -1.48122 -1.08688 0.73332 -0.8 1.8 1.2
C -0.83733 0.16498 0.13487 -0.2 -0.4 -0.9
C -1.22105 0.78743 -1.01287 0.4 -1.8 1.4
N -0.49629 1.86944 -1.42461 0.9 1.8 -0.9
C 0.65814 2.24828 -1.50783 -0.3 -2.0 0.8
O 1.91898 1.39307 -1.05509 0.1 1.4 0.3
C 2.76471 0.41262 -1.02801 2.1 -1.8 -0.5
S 2.58188 -1.22356 -1.24625 -0.7 1.1 0.1
H -0.94019 -0.83054 2.66658 -0.2 3.7 3.9
H 0.22457 -1.84428 1.84694 0.2 0.4 0.2
H -1.30309 -2.51497 2.36942 0.4 1.3 -0.2
H -2.50052 -0.87294 1.12633 0.2 0.2 -0.8
H -1.60288 -1.80868 -0.02575 0.1 -1.1 -0.8
H 0.10113 0.51640 0.60163 -0.7 -0.1 -0.1
H -2.05521 0.49147 -1.67476 0.5 0.3 0.7
H 1.07687 3.22065 -1.66143 0.2 0.1 -0.3
H 3.92194 0.62921 -0.86672 -2.6 0.6 -0.1
```
Positions in Å, forces in eV/Å.

The calculation puts the molar mass at 143.21 g/mol. Its LUMO energy is 0.05 eV. As for the structure (SMILES): CC/C=C/N=C\OC=S. As for the HOMO energy: -0.30600 hartree. The relative energy (zero: lowest compared OMol25 entry of this formula, charge and spin) comes out at 2.8651 eV.